{"formula": "C4H8O2", "method": "wB97M-V/def2-TZVPD", "relative_energy_kj_mol": 188.5, "multiplicity": 1, "e_lumo_ev": 0.947, "homo_ev": -9.77, "mol_weight_g_mol": 88.106, "e_tot_ev": -8371.32780, "homo_lumo_gap_ev": 10.7, "smiles": "OCC1(O)CC1", "symbols": ["O", "C", "C", "O", "C", "C", "H", "H", "H", "H", "H", "H", "H", "H"], "coordinates": [[-0.5508, 1.5144, -1.2886], [-0.7876, 0.1200, -1.1238], [-0.3216, -0.1455, 0.2833], [-1.1536, 0.4793, 1.2129], [1.1830, -0.0022, 0.4840], [0.4626, -1.3019, 0.7623], [0.3075, 1.6182, -0.8433], [-0.2492, -0.4782, -1.8721], [-1.8636, -0.0452, -1.2486], [-1.3759, 1.3284, 0.7968], [1.5111, 0.5953, 1.3288], [1.8525, 0.0114, -0.3770], [0.6500, -2.1243, 0.0799], [0.3356, -1.5697, 1.8053]], "forces_ev_per_a": [[0.131, 0.136, -0.218], [-0.007, -0.274, 0.040], [0.230, -0.100, -0.193], [-0.015, 0.172, 0.033], [0.194, 0.053, 0.076], [-0.071, -0.250, 0.034], [-0.193, 0.408, -0.379], [0.007, 0.078, 0.151], [0.206, -0.037, 0.101], [-0.038, -0.088, 0.306], [-0.072, -0.167, -0.049], [-0.233, 0.054, 0.122], [-0.066, 0.055, 0.127], [-0.075, -0.040, -0.149]], "nbo_charge": [-0.72, -0.09, 0.21, -0.70, -0.49, -0.42, 0.47, 0.17, 0.19, 0.48, 0.23, 0.21, 0.22, 0.23]}

{"formula": "C14H16O", "method": "wB97M-V/def2-TZVPD", "relative_energy_kj_mol": 41.5, "multiplicity": 1, "e_lumo_ev": 0.882, "homo_ev": -8.20, "mol_weight_g_mol": 200.281, "e_tot_ev": -16824.80464, "homo_lumo_gap_ev": 9.1, "smiles": "Cc1ccc(O)cc1.Cc1ccccc1", "symbols": ["C", "C", "C", "C", "C", "O", "C", "C", "H", "H", "H", "H", "H", "H", "H", "H", "C", "C", "C", "C", "C", "C", "C", "H", "H", "H", "H", "H", "H", "H", "H"], "coordinates": [[-2.9765, 0.8362, 0.0143], [-1.6185, 1.4605, -0.1467], [-1.1410, 2.2735, 0.8707], [0.1608, 2.7550, 0.8981], [1.0041, 2.3532, -0.1247], [2.3160, 2.7632, -0.0450], [0.6013, 1.4859, -1.1196], [-0.7305, 1.0749, -1.1369], [-3.6957, 1.1337, -0.7653], [-3.4658, 1.1390, 0.9391], [-2.9301, -0.2443, -0.0898], [-1.8309, 2.4764, 1.6734], [0.5877, 3.3444, 1.6931], [2.7295, 2.6673, -0.9223], [1.2953, 1.1497, -1.8673], [-0.9887, 0.3849, -1.9389], [0.0815, -1.9032, 2.2626], [0.4886, -1.6332, 0.8331], [1.7802, -1.2905, 0.4687], [2.2104, -1.3807, -0.8564], [1.3306, -1.7951, -1.8380], [0.0018, -2.0658, -1.5275], [-0.3759, -2.0012, -0.1960], [0.0660, -2.9737, 2.4121], [-0.9662, -1.5856, 2.3669], [0.7332, -1.3823, 2.9494], [2.5679, -1.1941, 1.2164], [3.2721, -1.3635, -1.0450], [1.6653, -1.8880, -2.8539], [-0.7626, -2.4028, -2.2096], [-1.4100, -2.1936, 0.0852]], "forces_ev_per_a": [[-0.731, 0.369, -0.952], [0.020, -0.453, 0.435], [0.087, 0.203, 0.204], [-0.148, -0.504, -0.432], [0.882, 0.026, 0.257], [0.225, 0.163, -0.576], [-1.110, 0.463, 0.123], [0.661, -0.191, -0.684], [0.323, 0.128, -0.030], [0.236, -0.252, 0.185], [0.075, -0.193, 0.361], [0.026, 0.275, 0.276], [-0.206, 0.178, 0.135], [-0.233, -0.025, 0.599], [0.154, -0.098, -0.195], [-0.345, 0.161, 0.273], [-0.734, 0.717, -0.970], [0.323, -0.585, -0.295], [0.787, -0.636, 0.093], [-0.342, -0.693, 0.547], [-0.347, 0.212, -0.520], [0.141, -0.071, 1.033], [-0.621, 0.445, 0.264], [0.305, -0.282, 0.307], [0.310, 0.131, 0.348], [-0.008, -0.060, 0.359], [-0.355, 0.388, 0.081], [0.112, 0.475, -0.235], [0.178, -0.117, -0.329], [0.249, 0.080, -0.516], [0.085, -0.253, -0.146]], "nbo_charge": [-0.64, 0.01, -0.21, -0.27, 0.30, -0.68, -0.29, -0.19, 0.21, 0.21, 0.21, 0.20, 0.23, 0.48, 0.21, 0.21, -0.63, 0.00, -0.21, -0.21, -0.23, -0.21, -0.21, 0.22, 0.22, 0.22, 0.21, 0.21, 0.21, 0.22, 0.20]}

{"formula": "H4O2", "method": "wB97M-V/def2-TZVPD", "relative_energy_kj_mol": 31.5, "multiplicity": 1, "e_lumo_ev": 0.743, "homo_ev": -11.64, "mol_weight_g_mol": 36.030, "e_tot_ev": -4159.61259, "homo_lumo_gap_ev": 12.4, "smiles": "O.O", "symbols": ["O", "H", "H", "O", "H", "H"], "coordinates": [[0.9032, 0.1846, 1.6863], [0.3123, 0.7446, 1.1334], [1.3758, 0.7871, 2.3038], [-0.9410, -0.2383, -1.7518], [-0.1735, -0.7606, -2.0430], [-1.2121, -0.3413, -0.8701]], "forces_ev_per_a": [[-0.146, 0.936, 0.029], [0.794, -0.401, 0.720], [-0.643, -0.511, -0.786], [0.523, 0.656, -2.669], [-0.627, 0.150, 1.013], [0.099, -0.829, 1.692]], "nbo_charge": [-0.95, 0.47, 0.48, -0.96, 0.49, 0.48]}

{"formula": "C41H24BCrF4N10", "method": "wB97M-V/def2-TZVPD", "relative_energy_kj_mol": 1476.1, "s2": 6.090, "multiplicity": 5, "total_charge": -1, "e_lumo_ev": [1.959, 0.871], "homo_ev": [-3.95, -3.92], "mol_weight_g_mol": 795.513, "e_tot_ev": -97775.34461, "homo_lumo_gap_ev": [5.9, 4.8], "symbols": ["Cr", "C", "C", "C", "C", "C", "N", "C", "N", "C", "C", "C", "C", "C", "C", "C", "C", "N", "C", "N", "C", "N", "C", "N", "C", "N", "C", "C", "C", "C", "C", "C", "C", "C", "C", "C", "C", "C", "N", "C", "C", "H", "H", "H", "H", "H", "H", "H", "H", "H", "H", "H", "H", "H", "H", "H", "H", "N", "C", "C", "C", "C", "C", "C", "C", "C", "N", "C", "H", "H", "H", "H", "H", "H", "H", "H", "F", "B", "F", "F", "F"], "coordinates": [[0.6059, 0.1070, 0.0907], [-0.3648, -5.7098, -3.4740], [0.8714, -5.3009, -4.0040], [1.4623, -4.1168, -3.6053], [0.8012, -3.3617, -2.6445], [1.0737, -2.0598, -2.0648], [0.1268, -1.7427, -1.1230], [-0.8277, -2.7421, -1.1908], [-2.0401, -2.8695, -0.5420], [-2.1546, -2.3869, 0.6242], [-3.1818, -2.2414, 1.7405], [-4.2475, -3.0526, 2.3882], [-4.6013, -2.7309, 3.6481], [-4.1025, -1.6457, 4.5450], [-3.1867, -0.6775, 4.3431], [-2.4668, -0.5776, 3.0344], [-1.2802, 0.2526, 2.6480], [-0.6429, 1.1765, 3.2193], [0.5288, 1.6861, 2.7380], [1.1692, 1.3822, 1.5334], [2.3312, 2.0838, 1.5038], [3.2282, 2.1570, 0.4773], [3.1763, 1.4690, -0.5916], [2.3240, 0.3647, -0.9082], [2.2912, -0.0349, -2.2294], [1.9597, -1.2473, -2.5832], [2.4642, 0.9363, -3.4445], [3.6564, 0.8148, -4.3861], [4.8185, 1.4899, -4.4034], [5.4574, 2.4426, -3.4491], [5.0945, 2.6376, -2.1739], [3.9645, 1.7741, -1.7831], [2.4696, 2.8425, 2.6859], [3.4645, 3.7343, 3.1296], [3.2926, 4.3458, 4.3412], [2.1368, 4.0878, 5.1311], [1.1577, 3.2291, 4.7145], [1.3173, 2.5908, 3.4640], [-0.8540, -0.3615, 1.3815], [-0.4277, -3.7603, -2.1211], [-1.0324, -4.9483, -2.5364], [-0.8024, -6.6381, -3.8200], [1.3578, -5.9216, -4.7459], [2.4008, -3.7767, -4.0228], [-4.7235, -3.8887, 1.8910], [-5.3688, -3.3437, 4.1075], [-4.5719, -1.6601, 5.5224], [-2.9475, 0.0095, 5.1459], [3.4436, 0.1737, -5.2360], [5.4336, 1.2982, -5.2781], [6.3023, 2.9920, -3.8482], [5.5692, 3.3590, -1.5225], [4.3340, 3.9207, 2.5121], [4.0366, 5.0401, 4.7119], [2.0360, 4.5924, 6.0851], [0.2791, 3.0397, 5.3181], [-1.9923, -5.2486, -2.1377], [-1.6260, 1.8098, -1.9737], [-2.7296, 1.4339, -1.2235], [-4.0214, 1.7444, -1.6145], [-5.1170, 1.2971, -0.8840], [-4.9198, 0.5358, 0.2483], [-3.6315, 0.1875, 0.6738], [-3.5426, -0.6978, 1.8832], [-1.9819, -1.9869, 2.6925], [-1.0714, -1.8169, 1.4951], [-1.2392, 0.3326, 0.2362], [-2.5386, 0.6345, -0.0683], [-0.7600, 2.0072, -1.4930], [-1.8073, 2.4927, -2.6909], [-4.1652, 2.3484, -2.5034], [-6.1191, 1.5562, -1.2003], [-5.7687, 0.1922, 0.8279], [-4.5234, -0.6398, 2.3419], [-1.7022, -2.6798, 3.4783], [-0.1254, -2.3571, 1.4799], [1.3244, 0.6782, -4.2380], [2.5804, 2.3521, -2.7581], [4.5153, 0.4321, -2.0400], [2.8656, 3.4460, -3.5549], [1.4853, 2.7140, -1.9205]], "forces_ev_per_a": [[0.198, -0.477, -0.024], [0.008, -0.008, -0.011], [-0.008, -0.011, -0.004], [0.007, 0.015, 0.020], [-0.033, -0.030, -0.030], [-0.006, 0.031, 0.154], [-0.021, 0.073, -0.005], [-0.049, -0.036, 0.031], [0.009, 0.059, 0.020], [0.017, -0.051, -0.027], [0.018, 0.003, 0.014], [-0.027, -0.012, 0.030], [-0.006, -0.026, -0.029], [0.024, 0.032, 0.014], [-0.017, -0.022, 0.001], [0.022, 0.000, -0.006], [0.023, -0.036, 0.042], [-0.029, -0.006, -0.013], [-0.033, 0.037, -0.003], [0.088, 0.077, 0.052], [-0.073, -0.019, -0.022], [0.015, -0.020, 0.025], [0.125, -0.021, 0.011], [-0.555, 0.405, 0.009], [0.194, -0.168, 0.002], [-0.100, 0.105, -0.154], [0.054, 0.022, 0.127], [0.020, -0.025, 0.029], [0.003, -0.028, -0.011], [0.001, 0.014, 0.049], [-0.015, 0.003, -0.035], [-0.002, -0.050, -0.020], [-0.062, 0.016, 0.007], [0.020, -0.001, -0.007], [-0.009, -0.004, 0.006], [0.007, 0.000, -0.006], [-0.002, 0.004, 0.037], [0.038, 0.010, -0.055], [-0.055, 0.060, 0.108], [0.039, 0.014, -0.042], [0.001, 0.008, 0.022], [-0.004, 0.002, 0.004], [0.002, 0.001, 0.002], [-0.003, 0.002, -0.002], [0.005, 0.004, -0.009], [0.000, -0.001, -0.004], [0.004, 0.004, 0.001], [0.002, 0.001, -0.001], [0.000, 0.002, -0.001], [-0.008, -0.003, -0.002], [0.003, 0.000, 0.003], [-0.002, -0.001, 0.006], [0.001, 0.009, 0.006], [0.008, -0.003, -0.008], [-0.007, -0.004, 0.002], [-0.004, 0.000, -0.007], [-0.002, 0.001, -0.003], [0.038, 0.019, -0.077], [-0.035, -0.056, 0.085], [0.036, 0.008, 0.008], [-0.032, 0.003, -0.014], [0.005, -0.001, 0.022], [0.058, 0.009, -0.017], [-0.038, 0.009, 0.002], [0.004, 0.031, -0.032], [-0.006, -0.044, -0.005], [0.190, 0.013, -0.054], [-0.015, 0.047, -0.116], [-0.014, 0.013, 0.042], [0.014, -0.008, -0.009], [-0.003, 0.002, 0.002], [0.001, -0.001, 0.003], [-0.002, 0.003, -0.004], [-0.001, -0.006, -0.004], [-0.018, 0.000, 0.007], [0.005, 0.007, 0.002], [-0.031, -0.017, -0.021], [-0.109, 0.066, 0.001], [0.053, 0.014, -0.078], [0.029, 0.002, -0.012], [0.046, -0.061, -0.020]], "mulliken_spin": [3.09, -0.02, 0.07, -0.02, 0.09, 0.07, -0.06, 0.38, -0.05, 0.08, 0.06, 0.00, 0.00, 0.00, 0.00, 0.00, 0.04, 0.00, 0.08, -0.04, 0.04, -0.01, 0.06, -0.06, 0.11, 0.08, -0.01, 0.01, 0.00, 0.00, 0.00, 0.00, 0.01, -0.01, 0.01, 0.00, 0.00, -0.01, -0.17, 0.01, 0.08, 0.00, 0.01, 0.00, 0.00, 0.00, 0.00, 0.00, 0.00, 0.00, 0.00, 0.00, 0.00, 0.00, 0.00, 0.00, 0.01, 0.01, 0.04, -0.01, 0.03, -0.02, 0.06, 0.02, 0.04, 0.06, -0.21, 0.04, 0.00, 0.00, 0.00, 0.00, 0.00, 0.00, 0.00, -0.02, 0.00, 0.01, 0.00, 0.00, 0.02]}

- What is the formula in the first record?
  C4H8O2

- multiplicity of number 4 (C41H24BCrF4N10)?
  5